{"formula": "C13H31F3NO6PSb", "method": "ωB97M-V/def2-TZVPD", "elements": ["C", "C", "C", "C", "C", "Sb", "C", "C", "C", "O", "C", "O", "C", "F", "F", "F", "C", "C", "O", "C", "N", "P", "O", "O", "O", "H", "H", "H", "H", "H", "H", "H", "H", "H", "H", "H", "H", "H", "H", "H", "H", "H", "H", "H", "H", "H", "H", "H", "H", "H", "H", "H", "H", "H", "H", "H"], "coordinates": [[6.23905, 0.19144, 0.23928], [5.19729, -0.93560, 0.36991], [4.03392, -0.86651, -0.64619], [2.61128, -0.86306, -0.03592], [1.76471, 0.36226, -0.36620], [-0.37971, 0.10916, 0.11527], [-0.75884, -0.64758, -1.91051], [-1.95077, -1.57933, -2.03625], [-1.98086, -2.40496, -3.31960], [-2.61888, -3.67425, -3.16498], [0.11867, 0.57124, 2.26836], [-0.38602, -0.40627, 3.22498], [0.50578, -1.07724, 3.90520], [-0.11167, -1.96913, 4.68106], [1.39097, -1.74468, 3.14696], [1.26099, -0.29854, 4.71744], [-0.67636, 2.27552, -0.31964], [-1.96108, 2.83648, -0.92436], [-2.42863, 2.02598, -2.00431], [-3.05397, 2.88861, 0.15493], [-4.40579, 2.85395, -0.37890], [-2.86405, -0.37916, 0.92085], [-4.04327, -0.15960, 0.03582], [-2.81431, -1.94164, 1.41845], [-3.08988, 0.35942, 2.36808], [6.06048, 0.99065, 0.96431], [7.25949, -0.16887, 0.39826], [6.20658, 0.64568, -0.75554], [5.71005, -1.89906, 0.28588], [4.77357, -0.91790, 1.37923], [4.12247, -1.70656, -1.34358], [4.14963, 0.03891, -1.25436], [2.69695, -0.94689, 1.05514], [2.07118, -1.76553, -0.34793], [1.81744, 0.57841, -1.44298], [2.15165, 1.25051, 0.15218], [-0.13859, -1.61272, 0.57660], [0.17497, -1.19096, -2.12024], [-0.82961, 0.19935, -2.59814], [-2.86592, -0.98671, -1.94315], [-1.93755, -2.29786, -1.20118], [-0.96421, -2.62878, -3.65885], [-2.48514, -1.83969, -4.11691], [-3.47095, -3.51473, -2.73753], [1.21078, 0.59879, 2.33514], [-0.27997, 1.53790, 2.58707], [-0.49397, 2.80233, 0.62908], [0.17662, 2.51812, -0.96988], [-1.77458, 3.85887, -1.29094], [-1.90184, 2.25096, -2.77955], [-2.90980, 3.81362, 0.72588], [-2.87186, 2.06674, 0.85770], [-4.70640, 1.88854, -0.47501], [-5.04676, 3.35278, 0.22225], [-1.88731, -2.23485, 1.45622], [-3.61601, -0.20756, 2.95116]], "atomic_forces_ev_per_a": [[-0.014, 0.033, -0.019], [0.013, -0.020, 0.071], [0.010, 0.109, -0.058], [-0.026, -0.084, 0.128], [0.087, 0.028, -0.133], [0.502, 0.175, -0.202], [0.093, -0.047, -0.201], [-0.020, -0.026, 0.190], [0.085, 0.127, -0.139], [-0.275, 0.067, 0.069], [0.021, 0.309, 0.067], [-0.391, 0.074, -0.393], [0.173, 0.049, 0.112], [-0.145, -0.224, 0.204], [0.252, -0.290, -0.247], [0.124, 0.192, 0.261], [0.163, 0.392, 0.056], [-0.035, -0.356, 0.269], [0.093, 0.203, -0.171], [-0.034, -0.069, 0.045], [0.040, 0.359, -0.150], [-0.319, -0.117, -0.135], [-0.004, -0.164, 0.192], [0.039, -0.090, -0.057], [-0.129, -0.047, 0.171], [-0.028, -0.033, -0.102], [-0.088, 0.022, 0.049], [0.038, -0.080, 0.057], [-0.085, 0.053, -0.033], [0.101, -0.007, -0.055], [0.005, 0.096, 0.012], [-0.008, -0.080, 0.069], [-0.074, -0.048, -0.117], [0.062, 0.070, 0.015], [-0.045, -0.020, 0.095], [-0.050, -0.056, -0.034], [-0.084, -0.084, 0.123], [-0.091, 0.042, 0.021], [0.039, -0.065, 0.063], [-0.004, -0.167, 0.052], [0.008, 0.089, -0.082], [-0.094, -0.011, 0.062], [0.139, -0.013, 0.005], [0.185, -0.037, -0.038], [-0.089, 0.020, -0.018], [-0.010, -0.106, -0.014], [0.056, -0.074, -0.087], [-0.063, -0.094, 0.044], [-0.123, -0.095, -0.075], [-0.082, -0.108, 0.130], [0.015, -0.065, -0.062], [-0.032, 0.262, -0.064], [0.062, 0.007, 0.037], [0.025, -0.196, 0.086], [-0.125, 0.105, 0.005], [0.137, 0.088, -0.073]], "nbo_charge": [-0.607, -0.401, -0.398, -0.418, -0.802, 1.397, -0.755, -0.481, -0.046, -0.732, -0.450, -0.534, 1.168, -0.325, -0.339, -0.354, -0.800, 0.077, -0.719, -0.217, -0.857, 1.843, -1.160, -1.031, -1.022, 0.203, 0.197, 0.199, 0.192, 0.200, 0.197, 0.191, 0.199, 0.205, 0.197, 0.196, -0.302, 0.192, 0.203, 0.244, 0.206, 0.161, 0.146, 0.463, 0.180, 0.188, 0.207, 0.202, 0.140, 0.458, 0.175, 0.179, 0.402, 0.343, 0.510, 0.490], "total_charge": -1, "lumo_ev": 2.99, "largest_force_ev_per_a": 0.568, "homo_energy_ha": -0.1653, "energy_ev": -51738.5312}